1.
Entry from OMol25: C18H23NO3S in the gas phase (the ωB97M-V functional and the def2-TZVPD basis).

Last column: Löwdin charge in e.
Cartesian coordinates (Å):
C -4.1024 1.6250 -0.2443  -0.04
C -3.3625 0.3008 -0.0338  -0.48
C -2.0587 0.5953 0.7278  -0.15
O -1.2496 1.4447 -0.0631  -0.04
C 0.0866 1.4667 0.1538  -0.26
C 0.8550 2.0940 -0.8303  0.01
C 2.2266 2.1338 -0.7254  -0.03
C 2.8753 1.5546 0.3610  -0.26
C 4.3764 1.5306 0.4206  -0.16
C 4.9305 0.4769 -0.5576  -0.46
S 6.7563 0.4829 -0.5729  1.05
C 6.8716 -1.1532 0.0906  -0.77
O 7.8834 -1.7230 0.3659  0.05
N 5.5987 -1.6631 0.2221  0.14
C 4.5054 -0.9186 -0.1508  -0.48
O 3.3777 -1.3280 -0.1273  0.13
C 2.1081 0.9662 1.3525  -0.04
C 0.7281 0.9261 1.2634  0.00
C -3.0500 -0.3301 -1.3989  -0.14
C -2.4797 -1.7414 -1.2893  -0.19
C -3.4278 -2.6441 -0.5073  -0.20
C -3.6865 -2.0691 0.8812  -0.20
C -4.2471 -0.6519 0.7834  -0.15
H -4.3761 2.0634 0.7131  0.09
H -3.4646 2.3256 -0.7759  0.08
H -5.0098 1.4697 -0.8233  0.08
H -1.5254 -0.3369 0.9348  0.11
H -2.2916 1.0852 1.6842  0.15
H 0.3474 2.5316 -1.6756  0.12
H 2.8053 2.6170 -1.5000  0.12
H 4.7175 1.2955 1.4307  0.12
H 4.7875 2.5010 0.1355  0.12
H 4.5714 0.6925 -1.5660  0.12
H 5.4812 -2.6128 0.5552  0.17
H 2.5899 0.5267 2.2139  0.12
H 0.1654 0.4706 2.0629  0.11
H -2.3478 0.3135 -1.9307  0.12
H -3.9749 -0.3702 -1.9789  0.12
H -1.5043 -1.7189 -0.7996  0.11
H -2.3279 -2.1447 -2.2929  0.11
H -3.0044 -3.6470 -0.4221  0.11
H -4.3754 -2.7246 -1.0455  0.11
H -2.7581 -2.0702 1.4554  0.11
H -4.4009 -2.6989 1.4163  0.11
H -5.2259 -0.6996 0.3003  0.12
H -4.3939 -0.2436 1.7863  0.12

Its energy above the lowest of the compared OMol25 structures with the same formula, charge and spin is 0.0 kJ/mol. The HOMO energy comes out at -8.41 eV. As for the SMILES: CC1(COc2ccc(C[C@H]3SC(=O)NC3=O)cc2)CCCCC1. As for the frontier orbital gap: 0.3284 hartree. Its charge is 0. The total energy is -1378.42027 hartree.

***

2.
Entry from OMol25: a molecular structure, CH5N3S2 in a non-equilibrium geometry (the ωB97M-V functional and the def2-TZVPD basis).

Last column: Löwdin charge in e.
Cartesian coordinates (Å):
C 0.4864 0.3803 -0.0903  -1.00
H 3.1316 -1.1874 0.9866  0.10
H 3.2258 -1.0320 -0.6637  0.11
H 2.3745 1.2906 0.6320  0.27
H 0.5407 -1.5896 -0.3116  0.09
H -2.2585 0.1338 0.0856  -0.31
N 2.5046 -1.0302 0.1440  -0.04
N 1.8510 0.3158 -0.1394  -0.11
N -0.1612 -0.8082 -0.2807  -0.38
S -0.5458 1.7247 0.0217  0.53
S -1.9100 -1.0522 0.0874  0.75

Its energy above the lowest of the compared OMol25 structures with the same formula, charge and spin is 278.2 kJ/mol. The HOMO energy comes out at -8.32 eV. As for the frontier orbital gap: 0.3065 hartree. Its charge is 0. The total energy is -1001.61131 hartree.

***

Question: Among the records above, which one has the highest HOMO?
Answer: CH5N3S2